A cluster of 10 separate species, C48H112N4O10 in total at a distorted geometry, computed with the ωB97M-V functional and the def2-TZVPD basis.

Last columns: bonded neighbours and bond lengths (Å).
Atoms and positions in Å:
1 C -7.42771 5.09618 20.04071  C2 1.515, H4 1.090, H5 1.090, H6 1.090
2 C -6.44155 5.87139 20.89098  C1 1.515, O3 1.463, H7 1.090, H8 1.090
3 O -5.12467 5.38914 20.47426  C2 1.463, H9 0.960
4 H -7.23146 5.28701 18.98564  C1 1.090
5 H -8.44211 5.48173 20.14292  C1 1.090
6 H -7.42008 4.00974 20.12835  C1 1.090
7 H -6.55468 5.66614 21.95549  C2 1.090
8 H -6.46792 6.95909 20.82520  C2 1.090
9 H -4.61923 6.18057 20.67370  O3 0.960
10 C -7.98720 -2.43933 14.86464  C11 1.590, H13 1.090, H14 1.090, H15 1.090
11 C -8.84652 -1.29086 15.55038  C10 1.590, O12 1.437, H16 1.090, H17 1.090
12 O -10.09977 -1.92772 15.84993  C11 1.437, H18 0.960
13 H -8.41111 -2.73434 13.90476  C10 1.090
14 H -7.87759 -3.32822 15.48590  C10 1.090
15 H -7.01316 -1.97895 14.69914  C10 1.090
16 H -8.94919 -0.53160 14.77508  C11 1.090
17 H -8.29887 -0.81567 16.36424  C11 1.090
18 H -10.54249 -1.45884 16.56109  O12 0.960
19 C -5.67597 1.83224 11.66515  C20 1.533, H22 1.090, H23 1.090, H24 1.090
20 C -5.70819 1.99185 13.18989  C19 1.533, O21 1.422, H25 1.090, H26 1.090
21 O -6.69436 2.90597 13.65216  C20 1.422, H27 0.960
22 H -6.54448 1.28523 11.29833  C19 1.090
23 H -4.72867 1.39838 11.34499  C19 1.090
24 H -5.66499 2.77794 11.12327  C19 1.090
25 H -4.74081 2.38619 13.50096  C20 1.090
26 H -5.99242 1.05471 13.66851  C20 1.090
27 H -6.24667 3.72177 13.88804  O21 0.960
28 C -4.81004 5.69951 16.45052  C29 1.504, H31 1.090, H32 1.090, H33 1.090
29 C -4.25372 4.85002 15.34109  C28 1.504, O30 1.383, H34 1.090, H35 1.090
30 O -5.20871 4.91969 14.34301  C29 1.383, H36 0.960
31 H -5.81787 5.37605 16.71081  C28 1.090
32 H -4.90047 6.76769 16.25325  C28 1.090
33 H -4.19550 5.53690 17.33596  C28 1.090
34 H -4.11330 3.84654 15.74284  C29 1.090
35 H -3.24214 5.19658 15.12969  C29 1.090
36 H -5.16145 5.78895 13.93837  O30 0.960
37 C -6.48919 2.15396 17.38305  C38 1.560, H40 1.090, H41 1.090, H42 1.090
38 C -7.87012 2.76735 16.99327  C37 1.560, O39 1.389, H43 1.090, H44 1.090
39 O -8.39730 2.18738 15.84637  C38 1.389, H45 0.960
40 H -6.12627 2.54543 18.33339  C37 1.090
41 H -5.76959 2.29259 16.57618  C37 1.090
42 H -6.57860 1.06905 17.43846  C37 1.090
43 H -7.67904 3.83961 16.95009  C38 1.090
44 H -8.49719 2.58707 17.86641  C38 1.090
45 H -7.85269 2.40296 15.08575  O39 0.960
46 C -10.21150 1.35914 12.89701  C47 1.571, H49 1.090, H50 1.090, H51 1.090
47 C -10.62310 0.91430 11.44760  C46 1.571, O48 1.393, H52 1.090, H53 1.090
48 O -9.93276 -0.23958 11.08498  C47 1.393, H54 0.960
49 H -10.76152 2.15867 13.39333  C46 1.090
50 H -9.14445 1.58160 12.89836  C46 1.090
51 H -10.37856 0.42802 13.43851  C46 1.090
52 H -10.28531 1.65934 10.72723  C47 1.090
53 H -11.68464 0.68256 11.36092  C47 1.090
54 H -10.16221 -0.94059 11.69942  O48 0.960
55 C -2.89106 -2.82752 16.74679  C56 1.555, H66 1.090, H67 1.090, H68 1.090
56 C -3.22028 -1.67253 15.75941  C55 1.555, C57 1.549, N61 1.466, C65 1.545
57 C -3.83478 -0.43571 16.45990  C56 1.549, C58 1.524, H69 1.090, H70 1.090
58 C -2.88567 0.50489 17.19176  C57 1.524, C59 1.542, H71 1.090, H72 1.090
59 C -1.73814 0.95357 16.26397  C58 1.542, C60 1.527, H73 1.090, H74 1.090
60 C -1.08067 -0.22359 15.54811  C59 1.527, N61 1.473, C63 1.534, C64 1.590
61 N -2.02750 -1.22687 15.03256  C56 1.466, C60 1.473, O62 1.366
62 O -1.46333 -2.23052 14.29754  N61 1.366, H84 0.960
63 C -0.27075 0.29203 14.35126  C60 1.534, H75 1.090, H76 1.090, H77 1.090
64 C -0.07280 -0.93357 16.55261  C60 1.590, H78 1.090, H79 1.090, H80 1.090
65 C -4.29335 -2.26971 14.82255  C56 1.545, H81 1.090, H82 1.090, H83 1.090
66 H -2.39660 -2.59589 17.69016  C55 1.090
67 H -2.43219 -3.68944 16.26241  C55 1.090
68 H -3.84192 -3.27853 17.03059  C55 1.090
69 H -4.20568 0.20624 15.66088  C57 1.090
70 H -4.57797 -0.71682 17.20606  C57 1.090
71 H -2.46629 0.06102 18.09464  C58 1.090
72 H -3.45286 1.37904 17.51153  C58 1.090
73 H -1.02534 1.53433 16.84939  C59 1.090
74 H -2.22054 1.56876 15.50440  C59 1.090
75 H -0.86517 0.81143 13.59960  C63 1.090
76 H 0.50052 0.99736 14.66071  C63 1.090
77 H 0.29730 -0.48982 13.84715  C63 1.090
78 H -0.53111 -1.67991 17.20147  C64 1.090
79 H 0.78780 -1.35095 16.02985  C64 1.090
80 H 0.37475 -0.22772 17.25231  C64 1.090
81 H -4.74560 -1.53708 14.15410  C65 1.090
82 H -5.11001 -2.65694 15.43183  C65 1.090
83 H -3.82897 -3.08562 14.26872  C65 1.090
84 H -1.54857 -1.98333 13.37383  O62 0.960
85 C -0.05328 -0.29695 20.56865  C86 1.527, H96 1.090, H97 1.090, H98 1.090
86 C -0.25453 1.18012 20.90142  C85 1.527, C87 1.554, N91 1.524, C95 1.560
87 C 0.41376 2.03907 19.79220  C86 1.554, C88 1.531, H99 1.090, H100 1.090
88 C -0.07657 3.47434 19.58685  C87 1.531, C89 1.553, H101 1.090, H102 1.090
89 C -1.62580 3.52661 19.50011  C88 1.553, C90 1.565, H103 1.090, H104 1.090
90 C -2.29674 2.80666 20.71731  C89 1.565, N91 1.506, C93 1.543, C94 1.519
91 N -1.76100 1.41016 20.88858  C86 1.524, C90 1.506, O92 1.375
92 O -2.44961 0.66461 21.81560  N91 1.375, H114 0.960
93 C -2.11760 3.76598 21.91251  C90 1.543, H105 1.090, H106 1.090, H107 1.090
94 C -3.75552 2.58172 20.35645  C90 1.519, H108 1.090, H109 1.090, H110 1.090
95 C 0.33425 1.52440 22.30427  C86 1.560, H111 1.090, H112 1.090, H113 1.090
96 H -0.73870 -0.94652 21.11304  C85 1.090
97 H 0.98729 -0.56117 20.75706  C85 1.090
98 H -0.22582 -0.48591 19.50911  C85 1.090
99 H 1.41934 2.15790 20.19567  C87 1.090
100 H 0.61329 1.52921 18.84969  C87 1.090
101 H 0.31199 3.81699 18.62784  C88 1.090
102 H 0.37982 4.08223 20.36806  C88 1.090
103 H -1.91090 3.06537 18.55456  C89 1.090
104 H -1.81377 4.58481 19.31853  C89 1.090
105 H -1.06362 3.94275 22.12698  C93 1.090
106 H -2.53201 4.73606 21.63808  C93 1.090
107 H -2.59537 3.31799 22.78380  C93 1.090
108 H -3.99185 1.69292 19.77139  C94 1.090
109 H -4.43696 2.41494 21.19066  C94 1.090
110 H -4.08109 3.38895 19.70034  C94 1.090
111 H 0.62125 2.57580 22.32137  C95 1.090
112 H 1.24095 1.02479 22.64541  C95 1.090
113 H -0.32207 1.38926 23.16397  C95 1.090
114 H -2.60121 -0.16863 21.36359  O92 0.960
115 C -11.95940 0.86170 20.08151  C116 1.517, H126 1.090, H127 1.090, H128 1.090
116 C -11.27471 -0.02900 19.06239  C115 1.517, C117 1.558, N121 1.472, C125 1.602
117 C -11.86808 -1.45908 19.23311  C116 1.558, C118 1.558, H129 1.090, H130 1.090
118 C -13.33160 -1.65128 18.73566  C117 1.558, C119 1.541, H131 1.090, H132 1.090
119 C -13.44013 -1.16799 17.27649  C118 1.541, C120 1.585, H133 1.090, H134 1.090
120 C -12.93053 0.32760 17.15035  C119 1.585, N121 1.518, C123 1.550, C124 1.528
121 N -11.51919 0.45669 17.69487  C116 1.472, C120 1.518, O122 1.435
122 O -10.94782 1.74970 17.44601  N121 1.435, H144 0.960
123 C -12.78838 0.55883 15.62440  C120 1.550, H135 1.090, H136 1.090, H137 1.090
124 C -14.07038 1.23981 17.60203  C120 1.528, H138 1.090, H139 1.090, H140 1.090
125 C -9.71219 -0.13504 19.39960  C116 1.602, H141 1.090, H142 1.090, H143 1.090
126 H -11.46505 0.66618 21.03308  C115 1.090
127 H -11.71876 1.88800 19.80418  C115 1.090
128 H -13.03181 0.70359 20.19570  C115 1.090
129 H -11.30899 -2.02606 18.48877  C117 1.090
130 H -11.71017 -1.96383 20.18621  C117 1.090
131 H -13.46120 -2.73128 18.80581  C118 1.090
132 H -14.07007 -1.19849 19.39728  C118 1.090
133 H -14.45107 -1.33629 16.90530  C119 1.090
134 H -12.78434 -1.83484 16.71673  C119 1.090
135 H -12.67216 1.62712 15.44179  C123 1.090
136 H -13.67308 0.19692 15.10054  C123 1.090
137 H -11.92770 0.00844 15.24442  C123 1.090
138 H -14.91968 1.28791 16.92051  C124 1.090
139 H -13.69375 2.26256 17.61770  C124 1.090
140 H -14.43121 0.95941 18.59161  C124 1.090
141 H -9.45434 -0.78224 20.23790  C125 1.090
142 H -9.16787 -0.63020 18.59547  C125 1.090
143 H -9.18524 0.81909 19.39278  C125 1.090
144 H -10.11864 1.52949 17.01524  O122 0.960
145 C -8.77498 7.66619 16.08005  C146 1.552, H156 1.090, H157 1.090, H158 1.090
146 C -9.76509 7.40204 14.91398  C145 1.552, C147 1.549, N151 1.498, C155 1.558
147 C -9.28130 6.21023 14.05067  C146 1.549, C148 1.509, H159 1.090, H160 1.090
148 C -9.70885 4.85166 14.54782  C147 1.509, C149 1.496, H161 1.090, H162 1.090
149 C -11.18721 4.82987 14.77690  C148 1.496, C150 1.541, H163 1.090, H164 1.090
150 C -11.68061 5.87562 15.79564  C149 1.541, N151 1.461, C153 1.575, C154 1.543
151 N -11.16140 7.18566 15.41122  C146 1.498, C150 1.461, O152 1.420
152 O -11.56348 8.26111 16.24673  N151 1.420, H174 0.960
153 C -13.23628 5.98164 15.57132  C150 1.575, H165 1.090, H166 1.090, H167 1.090
154 C -11.33902 5.46546 17.24370  C150 1.543, H168 1.090, H169 1.090, H170 1.090
155 C -9.66981 8.56644 13.88316  C146 1.558, H171 1.090, H172 1.090, H173 1.090
156 H -7.71274 7.50238 15.89861  C145 1.090
157 H -9.02771 7.07688 16.96149  C145 1.090
158 H -8.81206 8.72452 16.33826  C145 1.090
159 H -9.55338 6.36735 13.00693  C147 1.090
160 H -8.19190 6.20891 14.08668  C147 1.090
161 H -9.17409 4.63342 15.47222  C148 1.090
162 H -9.46124 4.02543 13.88138  C148 1.090
163 H -11.46421 3.81839 15.07404  C149 1.090
164 H -11.62404 4.83213 13.77827  C149 1.090
165 H -13.77985 5.11932 15.95736  C153 1.090
166 H -13.65080 6.85688 16.07155  C153 1.090
167 H -13.46592 6.14796 14.51884  C153 1.090
168 H -10.25437 5.39600 17.32614  C154 1.090
169 H -11.71269 6.17963 17.97748  C154 1.090
170 H -11.65058 4.46683 17.54990  C154 1.090
171 H -8.65549 8.68062 13.50077  C155 1.090
172 H -9.99971 9.51143 14.31472  C155 1.090
173 H -10.35389 8.44289 13.04359  C155 1.090
174 H -12.17958 8.67962 15.64103  O152 0.960

Calculated values
total charge	0
energy	-2867.17529	Eh
structure (SMILES)	CC1(C)CCCC(C)(C)N1O.CC1(C)CCCC(C)(C)N1O.CC1(C)CCCC(C)(C)N1O.CC1(C)CCCC(C)(C)N1O.CCO.CCO.CCO.CCO.CCO.CCO
relative energy (zero: lowest compared OMol25 entry of this formula, charge and spin)	364.3	kJ/mol
Kohn-Sham gap	8.2	eV